Record 1
132
Properties=species:S:1:pos:R:3 method="wB97M-V/def2-TZVPD" homo_energy_ev=-2.80 max_force_ev_per_a=4.97 e_tot_ev=-83072.564 total_charge=-2 orbital_gap_ev=6.54
C 15.176 15.432 17.304
C 14.453 16.592 17.063
C 13.853 16.945 15.717
O 13.011 17.931 15.505
C 13.976 16.143 14.606
C 14.846 14.960 14.719
C 15.306 14.443 16.213
O 15.798 13.326 16.377
O 15.240 14.304 13.716
O 14.463 17.415 18.061
H 15.707 15.278 18.232
H 13.433 16.247 13.678
N 14.540 15.719 20.927
C 13.740 14.679 20.540
C 13.756 13.740 21.543
C 14.510 14.209 22.632
C 15.000 15.475 22.227
H 14.833 16.497 20.352
H 13.334 14.610 19.542
H 13.276 12.774 21.487
H 14.691 13.780 23.606
H 15.584 16.225 22.738
N 14.678 11.163 19.387
C 14.976 9.824 19.390
C 16.294 9.769 19.876
C 16.789 11.028 20.152
C 15.788 11.879 19.760
H 13.764 11.487 19.106
H 14.348 9.014 19.048
H 16.860 8.862 20.030
H 17.705 11.319 20.644
H 15.583 12.939 19.800
N 15.295 18.655 12.933
C 15.474 19.826 12.321
C 16.838 20.070 12.232
C 17.449 19.018 12.908
C 16.501 18.098 13.307
H 14.380 18.229 12.921
H 14.602 20.419 12.086
H 17.413 20.869 11.788
H 18.527 18.966 12.952
H 16.558 17.139 13.800
N 10.962 17.114 10.187
C 12.173 17.543 10.622
C 12.547 18.687 9.987
C 11.480 18.983 9.108
C 10.522 17.910 9.175
H 10.588 16.202 10.407
H 12.846 16.994 11.265
H 13.459 19.259 10.077
H 11.507 19.922 8.577
H 9.668 17.676 8.557
N 10.207 17.151 15.867
C 9.762 15.945 16.353
C 8.438 15.868 16.254
C 8.025 17.027 15.551
C 9.161 17.801 15.247
H 11.150 17.443 15.652
H 10.444 15.259 16.834
H 7.766 15.083 16.568
H 7.017 17.261 15.241
H 9.301 18.674 14.627
N 15.977 13.943 11.082
C 14.938 13.683 10.249
C 15.496 13.338 9.035
C 16.873 13.274 9.186
C 17.150 13.687 10.463
H 15.887 14.264 12.035
H 13.980 13.955 10.667
H 14.891 13.240 8.146
H 17.589 13.103 8.395
H 18.108 13.769 10.956
N 15.180 11.205 14.569
C 15.111 10.253 15.547
C 15.372 8.988 14.970
C 15.621 9.192 13.579
C 15.495 10.572 13.387
H 14.915 12.179 14.593
H 14.752 10.497 16.536
H 15.412 8.043 15.490
H 15.819 8.422 12.847
H 15.615 11.157 12.487
N 8.941 14.789 11.607
C 9.695 13.911 10.801
C 10.975 13.892 11.278
C 11.030 14.658 12.495
C 9.753 15.196 12.661
H 7.981 15.045 11.427
H 9.174 13.452 9.974
H 11.767 13.326 10.811
H 11.940 14.690 13.076
H 9.376 15.740 13.514
N 17.904 17.383 19.076
C 19.111 17.916 18.706
C 20.002 17.597 19.676
C 19.348 16.906 20.678
C 18.023 16.845 20.341
H 17.018 17.375 18.591
H 19.202 18.524 17.818
H 21.051 17.857 19.666
H 19.764 16.572 21.617
H 17.123 16.524 20.845
N 17.830 13.792 14.115
C 18.435 12.858 13.330
C 19.772 12.951 13.560
C 20.014 14.035 14.415
C 18.792 14.527 14.788
H 16.822 13.825 14.150
H 17.921 12.153 12.694
H 20.553 12.368 13.093
H 20.972 14.486 14.624
H 18.569 15.385 15.405
N 15.087 20.014 23.520
C 14.347 19.183 22.681
C 15.043 19.078 21.462
C 16.208 19.887 21.600
C 16.147 20.555 22.755
H 14.804 20.330 24.437
H 13.408 18.779 23.030
H 14.709 18.424 20.670
H 16.952 20.126 20.855
H 16.782 21.239 23.299
N 12.833 20.896 14.026
C 11.893 20.958 12.989
C 11.642 22.273 12.756
C 12.436 23.069 13.593
C 13.131 22.204 14.374
H 13.231 20.045 14.397
H 11.520 19.992 12.682
H 10.973 22.572 11.963
H 12.627 24.128 13.495
H 13.940 22.376 15.068



Record 2
133
Properties=species:S:1:pos:R:3 method="wB97M-V/def2-TZVPD" homo_energy_ev="-14.26 / -14.28" max_force_ev_per_a=0.54 e_tot_ev=-176539.118 spin_multiplicity=5 total_charge=+3 orbital_gap_ev="5.79 / 5.13"
Ru -0.271 0.168 0.716
Br 3.153 8.961 -3.163
C 1.509 8.381 -2.493
C 0.345 8.616 -3.227
C -0.869 8.198 -2.726
C -0.897 7.503 -1.514
C 0.263 7.288 -0.755
C 1.467 7.733 -1.252
N -2.132 7.100 -1.045
N -2.521 6.308 -0.235
C -2.191 5.046 0.173
C -2.760 4.672 1.394
C -2.487 3.459 1.999
C -1.635 2.557 1.359
O -1.354 1.396 1.856
C -1.079 2.908 0.078
N -0.318 1.937 -0.502
C 0.135 2.128 -1.723
C -0.154 3.289 -2.454
C -0.908 4.279 -1.887
C -1.372 4.123 -0.561
H 0.397 9.138 -4.170
H -1.791 8.397 -3.250
H 0.206 6.807 0.211
H 2.378 7.597 -0.688
H -3.422 5.380 1.871
H -2.930 3.188 2.943
H 0.745 1.351 -2.163
H 0.212 3.377 -3.466
H -1.167 5.149 -2.467
C 1.961 -4.700 4.443
C 2.514 -3.761 3.381
N 1.498 -2.874 2.816
C 0.952 -1.828 3.450
S -0.463 -1.076 2.789
N 1.425 -1.419 4.614
C 0.890 -0.338 5.442
C 1.153 -0.646 6.903
H 2.769 -5.276 4.885
H 1.249 -5.393 4.007
H 1.454 -4.161 5.241
H 2.925 -4.328 2.544
H 3.336 -3.152 3.762
H 0.874 -3.289 2.122
H 2.171 -1.961 5.038
H -0.179 -0.250 5.237
H 1.363 0.601 5.149
H 0.686 -1.584 7.196
H 0.737 0.143 7.525
H 2.220 -0.704 7.117
C -1.751 -2.579 -1.949
P -1.899 -1.794 -0.307
C -3.561 -1.074 -0.316
C -3.712 0.307 -0.309
C -4.969 0.882 -0.369
C -6.093 0.075 -0.445
C -5.955 -1.307 -0.481
C -4.698 -1.880 -0.419
C -1.976 -3.227 0.813
C -0.965 -4.188 0.715
C -0.967 -5.295 1.547
C -1.970 -5.449 2.496
C -2.962 -4.489 2.611
C -2.968 -3.381 1.774
P -0.914 -1.518 -3.211
C -1.213 -2.499 -4.727
C -1.324 -1.826 -5.947
C -1.517 -2.530 -7.120
C -1.593 -3.917 -7.096
C -1.464 -4.595 -5.892
C -1.269 -3.893 -4.715
C -2.131 -0.173 -3.435
C -1.642 1.100 -3.706
C -2.505 2.136 -4.032
C -3.869 1.911 -4.061
C -4.369 0.644 -3.784
C -3.505 -0.391 -3.492
H -2.746 -2.908 -2.267
H -1.134 -3.474 -1.813
H -2.832 0.948 -0.314
H -5.073 1.957 -0.370
H -7.076 0.517 -0.488
H -6.827 -1.936 -0.560
H -4.604 -2.960 -0.456
H -0.177 -4.072 -0.017
H -0.201 -6.053 1.440
H -1.984 -6.321 3.133
H -3.743 -4.605 3.346
H -3.740 -2.635 1.892
H -1.268 -0.746 -5.982
H -1.609 -1.998 -8.055
H -1.746 -4.466 -8.012
H -1.515 -5.674 -5.869
H -1.158 -4.450 -3.797
H -0.571 1.265 -3.715
H -2.112 3.105 -4.301
H -4.544 2.708 -4.330
H -5.431 0.461 -3.828
H -3.906 -1.382 -3.334
N 2.022 0.782 1.550
C 2.924 0.963 2.257
N 3.981 1.146 2.981
C 3.924 1.755 4.314
C 5.131 2.674 4.477
O 6.321 1.968 4.230
C 6.385 1.517 2.900
C 5.263 0.522 2.621
H 3.963 0.959 5.068
H 2.990 2.308 4.413
H 5.184 3.043 5.502
H 5.049 3.531 3.795
H 7.354 1.030 2.774
H 6.322 2.368 2.206
H 5.400 -0.376 3.236
H 5.235 0.236 1.570
C 2.701 -2.344 -2.399
C 2.726 -2.646 -0.907
C 2.733 -4.151 -0.667
C 3.943 -1.996 -0.248
N 1.472 -2.163 -0.258
N 1.127 -0.817 -0.596
H 3.501 -2.897 -2.885
H 2.875 -1.291 -2.610
H 1.757 -2.649 -2.853
H 3.645 -4.594 -1.057
H 1.884 -4.621 -1.158
H 2.687 -4.379 0.397
H 4.861 -2.309 -0.741
H 4.014 -2.277 0.803
H 3.902 -0.907 -0.312
H 1.662 -2.120 0.748
H 0.776 -0.838 -1.566
H 1.955 -0.200 -0.552



Record 3
127
Properties=species:S:1:pos:R:3 method="wB97M-V/def2-TZVPD" homo_energy_ev=-12.27 max_force_ev_per_a=0.97 e_tot_ev=-159206.543 total_charge=+2 de_lowest_kj_mol=112.94 orbital_gap_ev=7.15
Zn 0.194 -0.155 0.575
N 2.441 0.283 0.903
C 2.759 0.257 2.303
C 4.041 0.247 2.775
C 4.300 0.238 4.160
C 3.267 0.270 5.052
C 1.930 0.268 4.593
C 0.817 0.276 5.461
C -0.446 0.239 4.938
C -0.603 0.176 3.546
N 0.409 0.166 2.704
C 1.674 0.240 3.204
H 2.348 1.260 0.629
H 3.198 -0.106 0.353
H 4.870 0.255 2.075
H 5.324 0.202 4.504
H 3.459 0.299 6.117
H 0.976 0.290 6.532
H -1.321 0.244 5.572
H -1.595 0.109 3.118
O -2.338 3.089 -0.748
C -3.624 2.593 -0.725
C -4.691 3.262 -1.318
C -5.964 2.722 -1.261
C -6.183 1.504 -0.644
C -5.111 0.786 -0.150
C -3.821 1.312 -0.192
P -2.373 0.236 0.154
C -2.373 -0.565 -1.493
C -3.408 -1.390 -1.931
C -3.434 -1.833 -3.244
C -2.436 -1.448 -4.133
C -1.402 -0.630 -3.704
C -1.369 -0.194 -2.387
C -3.082 -0.952 1.340
C -3.772 -0.430 2.440
C -4.207 -1.263 3.458
C -3.955 -2.628 3.392
C -3.273 -3.151 2.304
C -2.826 -2.318 1.286
C -2.030 4.422 -0.498
C -2.919 5.402 -0.060
C -2.489 6.714 0.049
C -1.191 7.069 -0.283
C -0.296 6.086 -0.656
C -0.696 4.754 -0.731
P 0.534 3.424 -1.052
C 1.850 4.217 -0.020
C 3.072 4.699 -0.474
C 3.971 5.275 0.418
C 3.652 5.390 1.761
C 2.422 4.931 2.218
C 1.535 4.341 1.336
C 1.021 3.783 -2.789
C 0.112 4.430 -3.632
C 0.448 4.719 -4.947
C 1.692 4.362 -5.444
C 2.578 3.666 -4.637
C 2.237 3.360 -3.327
H -4.522 4.183 -1.855
H -6.787 3.258 -1.715
H -7.182 1.092 -0.587
H -5.279 -0.189 0.288
H -4.203 -1.671 -1.253
H -4.244 -2.467 -3.581
H -2.472 -1.782 -5.162
H -0.632 -0.319 -4.399
H -0.580 0.480 -2.059
H -3.967 0.636 2.487
H -4.746 -0.847 4.299
H -4.292 -3.283 4.185
H -3.099 -4.217 2.245
H -2.295 -2.729 0.438
H -3.930 5.160 0.217
H -3.188 7.470 0.382
H -0.874 8.102 -0.228
H 0.727 6.350 -0.891
H 3.323 4.663 -1.526
H 4.921 5.646 0.053
H 4.350 5.848 2.450
H 2.154 5.037 3.262
H 0.568 3.995 1.689
H -0.861 4.714 -3.257
H -0.264 5.235 -5.578
H 1.964 4.614 -6.461
H 3.543 3.364 -5.024
H 2.946 2.796 -2.732
C -2.306 -5.188 -0.669
Si -0.611 -4.800 -1.369
C -0.716 -4.365 -3.182
C 0.480 -6.291 -1.072
Sb 0.712 -2.760 -0.173
Si 1.456 -3.883 2.104
C 0.213 -3.287 3.390
C 1.568 -5.753 2.176
C 3.204 -3.238 2.359
Si 2.853 -2.683 -1.722
C 3.527 -4.429 -1.858
C 2.201 -1.954 -3.324
C 4.250 -1.580 -1.090
H -2.701 -6.043 -1.225
H -3.024 -4.374 -0.767
H -2.246 -5.481 0.381
H -1.250 -5.161 -3.710
H 0.273 -4.284 -3.634
H -1.251 -3.433 -3.347
H 0.016 -7.161 -1.545
H 0.580 -6.512 -0.011
H 1.478 -6.179 -1.492
H -0.498 -4.077 3.636
H -0.360 -2.427 3.044
H 0.723 -3.000 4.314
H 0.601 -6.253 2.107
H 2.005 -6.018 3.144
H 2.228 -6.153 1.405
H 3.276 -2.167 2.185
H 3.897 -3.743 1.681
H 3.534 -3.428 3.384
H 2.939 -5.039 -2.546
H 3.546 -4.927 -0.887
H 4.551 -4.405 -2.239
H 1.335 -2.500 -3.697
H 2.968 -1.971 -4.103
H 1.898 -0.914 -3.176
H 4.478 -1.753 -0.035
H 4.038 -0.520 -1.260
H 5.157 -1.809 -1.654